C24H24BrCl2N2O3PdSSi | ωB97M-V/def2-TZVPD

Properties
Charge: -1
DFT total energy (eV): -151684.663
Highest occupied orbital energy (eV): -4.4
LUMO level (Eh): 0.091

Last column: Mulliken charge in e.
Cartesian coordinates (Å):
1 Pd 0.061 1.272 -0.786  0.1405
2 C -1.315 1.209 -3.414  -0.8208
3 Si -2.233 0.055 -2.275  0.5908
4 C -1.941 -1.663 -2.930  -0.9911
5 C -4.022 0.529 -2.495  -1.2164
6 N -1.627 0.237 -0.648  0.5832
7 C -2.001 -0.483 0.463  0.4080
8 C -3.137 -1.316 0.429  -0.4958
9 C -3.564 -2.048 1.526  -1.0679
10 C -2.861 -2.006 2.719  -0.6771
11 C -1.725 -1.210 2.781  -0.5443
12 C -1.321 -0.458 1.696  0.2056
13 O -0.142 0.265 1.734  0.1308
14 C 0.235 1.021 2.797  0.1839
15 C -0.642 1.503 3.760  -0.1712
16 C -0.151 2.314 4.776  -0.6640
17 C 1.193 2.656 4.835  -0.5489
18 C 2.053 2.188 3.844  -0.8212
19 C 1.581 1.377 2.823  -0.3378
20 H -1.810 1.182 -4.394  0.3781
21 H -0.280 0.894 -3.554  0.1125
22 H -1.346 2.242 -3.064  0.1960
23 H -2.260 -1.741 -3.976  0.3465
24 H -2.467 -2.431 -2.353  0.3361
25 H -0.869 -1.869 -2.868  0.0895
26 H -4.270 0.496 -3.562  0.3419
27 H -4.168 1.554 -2.138  0.3197
28 H -4.724 -0.123 -1.965  0.3631
29 H -3.699 -1.373 -0.495  0.1636
30 H -4.453 -2.663 1.438  0.3828
31 H -3.173 -2.584 3.580  0.3848
32 H -1.122 -1.190 3.681  0.5038
33 H -1.697 1.277 3.699  0.4903
34 H -0.838 2.687 5.527  0.3538
35 H 1.564 3.286 5.633  0.3686
36 H 3.103 2.455 3.863  0.4215
37 H 2.226 0.997 2.038  0.6414
38 Br 3.293 -1.963 1.740  -0.1592
39 C 3.338 -2.559 -0.060  0.1775
40 C 4.007 -3.756 -0.291  -0.6050
41 C 4.059 -4.291 -1.569  -0.4502
42 C 3.423 -3.637 -2.616  -0.7045
43 C 2.746 -2.456 -2.369  -0.4291
44 C 2.702 -1.885 -1.096  0.3570
45 C 1.960 -0.578 -0.959  1.0578
46 O 0.937 -0.447 -1.735  -0.9789
47 O 2.352 0.293 -0.183  -0.3462
48 H 4.480 -4.263 0.539  0.3937
49 H 4.587 -5.221 -1.740  0.3588
50 H 3.450 -4.050 -3.617  0.3713
51 H 2.226 -1.938 -3.164  0.3966
52 Cl 4.421 3.177 -0.563  -0.1972
53 C 2.701 3.592 -0.643  0.1649
54 Cl 1.871 2.777 -1.990  -0.0811
55 H 2.613 4.657 -0.802  0.4043
56 H 2.221 3.278 0.274  -0.2606
57 S -0.756 3.171 0.350  -0.2684
58 C -1.978 3.615 -0.752  0.3658
59 N -2.813 3.944 -1.483  -0.6475